# 1
C19H28N4OSeSi2Sn | ωB97M-V with the def2-TZVPD basis set

Results
Kohn-Sham gap (spin up / spin down) ... 5.226 / 5.178 eV
Relative energy (zero: lowest compared OMol25 entry of this formula, charge and spin) ... 87.27 kJ/mol
Highest occupied orbital energy (spin up / spin down) ... -13.6 / -13.6 eV
Charge ... +2

Positions of all 56 atoms, in Å:
Sn (-12.731, -11.170, 2.152)
C (-13.379, -13.387, 5.258)
Si (-14.310, -12.190, 4.128)
C (-14.810, -10.564, 4.934)
C (-15.984, -12.899, 3.811)
C (-17.016, -13.108, 4.739)
C (-18.248, -13.578, 4.297)
C (-18.466, -13.773, 2.937)
C (-17.442, -13.559, 2.041)
C (-16.166, -13.157, 2.480)
Si (-14.741, -12.719, 1.384)
C (-14.205, -14.380, 0.751)
C (-15.552, -11.686, 0.034)
H (-13.067, -12.962, 6.200)
H (-12.419, -13.627, 4.777)
H (-13.903, -14.313, 5.441)
H (-14.995, -10.760, 5.979)
H (-15.714, -10.170, 4.497)
H (-14.019, -9.816, 4.833)
H (-16.907, -12.888, 5.809)
H (-19.097, -13.764, 4.983)
H (-19.458, -14.001, 2.570)
H (-17.643, -13.688, 0.968)
H (-15.045, -15.074, 0.876)
H (-13.306, -14.774, 1.237)
H (-14.034, -14.230, -0.356)
H (-16.400, -12.241, -0.405)
H (-14.825, -11.461, -0.741)
H (-15.949, -10.751, 0.444)
C (-9.028, -8.906, 0.532)
N (-8.721, -10.297, 0.903)
C (-9.461, -11.427, 0.490)
Se (-11.182, -11.489, -0.383)
N (-8.693, -12.511, 0.820)
C (-7.576, -12.159, 1.582)
C (-6.545, -12.879, 2.179)
C (-5.465, -12.144, 2.719)
C (-5.519, -10.752, 2.870)
C (-6.562, -10.016, 2.300)
C (-7.544, -10.740, 1.662)
H (-9.619, -8.977, -0.408)
H (-8.086, -8.382, 0.373)
H (-9.621, -8.448, 1.323)
H (-8.956, -13.481, 0.599)
H (-6.518, -13.961, 2.198)
H (-4.598, -12.644, 3.075)
H (-4.662, -10.262, 3.328)
H (-6.581, -8.911, 2.409)
N (-11.256, -10.483, 5.546)
C (-10.398, -10.733, 4.519)
N (-9.198, -10.167, 4.713)
O (-10.738, -11.251, 3.404)
H (-10.895, -10.154, 6.427)
H (-12.169, -10.978, 5.541)
H (-8.834, -10.008, 5.631)
H (-8.461, -10.351, 4.003)

Atoms 1-6, force components in eV/Å:
Sn 2.37 3.14 -0.82
C 1.64 0.59 -1.06
Si -2.88 -1.54 1.98
C 1.61 0.64 -0.98
C 0.13 -0.23 0.85
C -0.35 -0.14 0.49

Löwdin population analysis, charges in e, atoms 1 to 6:
1 Sn 0.983
2 C -0.156
3 Si 0.499
4 C -0.171
5 C -0.353
6 C -0.061

---

# 2
C19H28N4S2Sn | ωB97M-V with the def2-TZVPD basis set

Results
Kohn-Sham gap ... 6.075 eV
Highest occupied orbital energy ... -13.9 eV
Charge ... +2

Positions of all 54 atoms, in Å:
Sn (0.893, -0.466, -0.474)
S (-0.958, 1.728, -0.513)
S (-0.547, -2.973, -0.773)
C (-2.753, 1.880, -0.836)
C (-0.675, 2.230, -2.259)
C (-1.133, 1.127, -3.223)
N (-0.334, -0.109, -3.036)
C (-1.090, -1.377, -3.167)
C (-0.431, -2.621, -2.543)
H (0.391, 2.457, -2.402)
H (-1.296, 3.140, -2.382)
H (-1.054, 1.451, -4.284)
H (-2.198, 0.889, -3.052)
H (-1.218, -1.568, -4.269)
H (-2.111, -1.213, -2.757)
H (0.637, -2.647, -2.787)
H (-0.930, -3.490, -2.982)
C (-2.299, -2.587, -0.498)
H (0.547, -0.093, -3.571)
H (-2.592, -1.639, -0.956)
H (-2.470, -2.516, 0.582)
H (-2.864, -3.426, -0.933)
H (-3.183, 2.020, 0.167)
H (-3.192, 0.998, -1.317)
H (-2.876, 2.792, -1.456)
C (3.607, -0.170, -1.721)
C (4.049, -0.334, -0.462)
H (3.697, 0.821, -2.200)
H (3.365, -0.973, -2.425)
H (4.544, 0.493, 0.089)
H (4.162, -1.299, 0.040)
C (-2.282, -2.718, 4.289)
C (-2.632, -1.357, 4.219)
C (-1.863, -0.428, 3.485)
C (-0.810, -0.901, 2.657)
C (-0.336, -2.235, 2.884)
C (-1.045, -3.091, 3.738)
N (-0.029, -0.100, 1.820)
N (0.405, 1.016, 2.354)
C (1.464, 1.710, 1.789)
C (2.133, 2.773, 2.478)
C (3.139, 3.463, 1.787)
C (3.427, 3.207, 0.420)
C (2.697, 2.203, -0.167)
N (1.891, 1.406, 0.547)
H (-2.870, -3.456, 4.873)
H (-3.489, -1.007, 4.799)
H (-2.039, 0.672, 3.596)
H (0.651, -2.479, 2.455)
H (-0.582, -4.039, 3.995)
H (1.777, 2.935, 3.505)
H (3.659, 4.294, 2.271)
H (4.190, 3.712, -0.191)
H (2.854, 1.894, -1.207)

Atoms 1-6, force components in eV/Å:
Sn -0.57 -0.10 -0.14
S -0.60 0.66 -1.33
S -0.44 0.79 0.48
C -0.37 -0.12 1.21
C 0.41 0.00 -0.20
C 0.30 -0.44 -0.61

Löwdin population analysis, charges in e, atoms 1 to 6:
1 Sn 1.236
2 S 0.798
3 S 0.731
4 C -0.313
5 C -0.423
6 C -0.256

---

# 3
C19H28N8O2 | ωB97M-V with the def2-TZVPD basis set

Results
Kohn-Sham gap ... 9.703 eV
Relative energy (zero: lowest compared OMol25 entry of this formula, charge and spin) ... 104.31 kJ/mol
Highest occupied orbital energy ... -9.0 eV
SMILES ... Cc1cncc(C(=O)N[C@@H](C)CCNC(=O)[C@@H]2CCCN2Cc2nnn(C)n2)c1

Positions of all 57 atoms, in Å:
C (-4.307, -0.919, -1.913)
C (-4.046, -0.769, -0.441)
C (-4.973, -0.172, 0.403)
N (-4.810, -0.027, 1.719)
C (-3.681, -0.483, 2.249)
C (-2.671, -1.083, 1.501)
C (-1.449, -1.557, 2.236)
O (-1.477, -1.699, 3.446)
N (-0.350, -1.841, 1.480)
C (0.892, -2.224, 2.156)
C (0.749, -3.592, 2.816)
C (2.080, -2.261, 1.196)
C (2.401, -0.986, 0.416)
N (1.915, -1.037, -0.995)
C (0.992, -0.029, -1.372)
O (-0.187, -0.093, -1.097)
C (1.597, 1.165, -2.088)
C (2.406, 0.751, -3.331)
C (3.865, 0.850, -2.879)
C (3.819, 2.010, -1.900)
N (2.570, 1.788, -1.177)
C (2.080, 2.958, -0.463)
C (0.839, 2.642, 0.301)
N (0.797, 1.860, 1.400)
N (-0.459, 1.757, 1.726)
N (-1.127, 2.458, 0.843)
C (-2.567, 2.607, 0.887)
N (-0.368, 3.037, -0.065)
C (-2.871, -1.233, 0.138)
H (-4.631, -1.934, -2.151)
H (-5.089, -0.237, -2.246)
H (-3.405, -0.715, -2.491)
H (-5.903, 0.214, -0.007)
H (-3.547, -0.373, 3.318)
H (-0.290, -1.367, 0.587)
H (1.096, -1.475, 2.930)
H (1.687, -3.869, 3.299)
H (-0.041, -3.585, 3.561)
H (0.516, -4.345, 2.060)
H (2.946, -2.509, 1.813)
H (1.966, -3.103, 0.501)
H (1.989, -0.114, 0.924)
H (3.483, -0.849, 0.382)
H (1.415, -1.914, -1.101)
H (0.778, 1.843, -2.342)
H (2.138, -0.243, -3.688)
H (2.209, 1.460, -4.136)
H (4.157, -0.063, -2.361)
H (4.551, 1.024, -3.707)
H (4.660, 2.028, -1.206)
H (3.803, 2.971, -2.441)
H (2.855, 3.279, 0.235)
H (1.861, 3.795, -1.142)
H (-2.972, 2.379, -0.094)
H (-2.947, 1.907, 1.624)
H (-2.820, 3.627, 1.170)
H (-2.124, -1.710, -0.482)

Atoms 1-6, force components in eV/Å:
C -0.01 0.00 -0.01
C 0.01 0.01 0.01
C 0.02 0.02 0.01
N 0.03 0.00 0.00
C -0.03 -0.03 -0.03
C -0.01 -0.01 0.02

Löwdin population analysis, charges in e, atoms 1 to 6:
1 C -0.045
2 C -0.252
3 C -0.117
4 N 0.070
5 C -0.104
6 C -0.112

---

# 4
C19H28N8O2 | ωB97M-V with the def2-TZVPD basis set

Results
Kohn-Sham gap ... 9.543 eV
Relative energy (zero: lowest compared OMol25 entry of this formula, charge and spin) ... 46.28 kJ/mol
Highest occupied orbital energy ... -9.0 eV
SMILES ... Cc1cncc(C(=O)N[C@@H](C)CCNC(=O)[C@@H]2CCCN2Cc2nnn(C)n2)c1

Positions of all 57 atoms, in Å:
C (3.069, 0.325, -3.464)
C (2.784, 0.713, -2.041)
C (3.652, 0.383, -1.007)
N (3.462, 0.708, 0.270)
C (2.360, 1.385, 0.573)
C (1.404, 1.748, -0.371)
C (0.142, 2.399, 0.119)
O (0.097, 2.950, 1.212)
N (-0.923, 2.285, -0.706)
C (-2.283, 2.605, -0.291)
C (-2.891, 3.665, -1.198)
C (-3.118, 1.321, -0.278)
C (-2.530, 0.231, 0.628)
N (-2.061, -0.980, -0.082)
C (-0.964, -0.909, -0.910)
O (-0.968, -0.322, -1.983)
C (0.278, -1.717, -0.504)
C (0.870, -2.479, -1.691)
C (0.225, -3.854, -1.537)
C (0.295, -4.055, -0.032)
N (-0.003, -2.728, 0.526)
C (0.648, -2.498, 1.807)
C (0.019, -1.391, 2.587)
N (-1.234, -1.434, 3.081)
N (-1.411, -0.311, 3.722)
N (-0.294, 0.363, 3.605)
C (-0.109, 1.690, 4.166)
N (0.632, -0.262, 2.904)
C (1.635, 1.413, -1.697)
H (3.348, 1.196, -4.059)
H (3.887, -0.393, -3.518)
H (2.189, -0.123, -3.927)
H (4.557, -0.178, -1.226)
H (2.202, 1.634, 1.614)
H (-0.847, 1.632, -1.474)
H (-2.203, 2.997, 0.723)
H (-3.904, 3.911, -0.876)
H (-2.291, 4.575, -1.181)
H (-2.941, 3.305, -2.228)
H (-4.127, 1.576, 0.051)
H (-3.205, 0.937, -1.297)
H (-1.711, 0.656, 1.220)
H (-3.275, -0.118, 1.338)
H (-1.876, -1.704, 0.611)
H (0.981, -0.963, -0.126)
H (0.653, -1.980, -2.633)
H (1.954, -2.556, -1.578)
H (-0.815, -3.824, -1.869)
H (0.737, -4.641, -2.089)
H (-0.411, -4.796, 0.347)
H (1.309, -4.375, 0.250)
H (0.559, -3.414, 2.393)
H (1.719, -2.274, 1.694)
H (0.844, 1.714, 4.686)
H (-0.120, 2.422, 3.361)
H (-0.925, 1.860, 4.862)
H (0.930, 1.682, -2.474)

Atoms 1-6, force components in eV/Å:
C 0.00 0.00 0.00
C 0.00 0.00 0.00
C 0.00 0.00 0.00
N 0.00 0.00 0.00
C 0.00 0.01 0.00
C 0.00 -0.01 -0.01

Löwdin population analysis, charges in e, atoms 1 to 6:
1 C -0.044
2 C -0.254
3 C -0.111
4 N 0.083
5 C -0.103
6 C -0.114

---

Question: Which formula does entry 4 have?
Answer: C19H28N8O2

---

Please write out number 3 again, unchanged.
C19H28N8O2 | ωB97M-V with the def2-TZVPD basis set

Results
Kohn-Sham gap ... 9.703 eV
Relative energy (zero: lowest compared OMol25 entry of this formula, charge and spin) ... 104.31 kJ/mol
Highest occupied orbital energy ... -9.0 eV
SMILES ... Cc1cncc(C(=O)N[C@@H](C)CCNC(=O)[C@@H]2CCCN2Cc2nnn(C)n2)c1

Positions of all 57 atoms, in Å:
C (-4.307, -0.919, -1.913)
C (-4.046, -0.769, -0.441)
C (-4.973, -0.172, 0.403)
N (-4.810, -0.027, 1.719)
C (-3.681, -0.483, 2.249)
C (-2.671, -1.083, 1.501)
C (-1.449, -1.557, 2.236)
O (-1.477, -1.699, 3.446)
N (-0.350, -1.841, 1.480)
C (0.892, -2.224, 2.156)
C (0.749, -3.592, 2.816)
C (2.080, -2.261, 1.196)
C (2.401, -0.986, 0.416)
N (1.915, -1.037, -0.995)
C (0.992, -0.029, -1.372)
O (-0.187, -0.093, -1.097)
C (1.597, 1.165, -2.088)
C (2.406, 0.751, -3.331)
C (3.865, 0.850, -2.879)
C (3.819, 2.010, -1.900)
N (2.570, 1.788, -1.177)
C (2.080, 2.958, -0.463)
C (0.839, 2.642, 0.301)
N (0.797, 1.860, 1.400)
N (-0.459, 1.757, 1.726)
N (-1.127, 2.458, 0.843)
C (-2.567, 2.607, 0.887)
N (-0.368, 3.037, -0.065)
C (-2.871, -1.233, 0.138)
H (-4.631, -1.934, -2.151)
H (-5.089, -0.237, -2.246)
H (-3.405, -0.715, -2.491)
H (-5.903, 0.214, -0.007)
H (-3.547, -0.373, 3.318)
H (-0.290, -1.367, 0.587)
H (1.096, -1.475, 2.930)
H (1.687, -3.869, 3.299)
H (-0.041, -3.585, 3.561)
H (0.516, -4.345, 2.060)
H (2.946, -2.509, 1.813)
H (1.966, -3.103, 0.501)
H (1.989, -0.114, 0.924)
H (3.483, -0.849, 0.382)
H (1.415, -1.914, -1.101)
H (0.778, 1.843, -2.342)
H (2.138, -0.243, -3.688)
H (2.209, 1.460, -4.136)
H (4.157, -0.063, -2.361)
H (4.551, 1.024, -3.707)
H (4.660, 2.028, -1.206)
H (3.803, 2.971, -2.441)
H (2.855, 3.279, 0.235)
H (1.861, 3.795, -1.142)
H (-2.972, 2.379, -0.094)
H (-2.947, 1.907, 1.624)
H (-2.820, 3.627, 1.170)
H (-2.124, -1.710, -0.482)

Atoms 1-6, force components in eV/Å:
C -0.01 0.00 -0.01
C 0.01 0.01 0.01
C 0.02 0.02 0.01
N 0.03 0.00 0.00
C -0.03 -0.03 -0.03
C -0.01 -0.01 0.02

Löwdin population analysis, charges in e, atoms 1 to 6:
1 C -0.045
2 C -0.252
3 C -0.117
4 N 0.070
5 C -0.104
6 C -0.112